DFT (wB97M-V/def2-TZVPD) results for a gas-phase ion, C5H10NO (charge +1) at a distorted geometry.

Structure (XYZ):
```
17
Properties=species:S:1:pos:R:3:lowdin_charge:R:1
H -2.460 -0.823 0.260 0.1488
C 2.754 0.124 -0.343 -0.1990
C -0.432 0.165 0.148 -0.0803
C -1.784 0.079 0.210 -0.0923
H 3.849 0.161 -0.109 0.1386
H -3.411 0.894 -0.646 0.2064
H 0.269 -1.126 -1.068 0.1377
H -0.210 -1.977 0.379 0.1567
C 1.864 -0.901 0.355 -0.1316
H 0.043 1.102 0.235 0.1178
O 2.348 0.910 -1.206 0.0239
C 0.348 -1.052 0.026 -0.1671
N -2.607 1.307 -0.052 0.1460
H -2.830 1.799 0.866 0.1945
H 2.368 -1.834 0.154 0.1194
H 1.990 -0.886 1.388 0.0948
H -2.099 2.057 -0.596 0.1858
```

For the energy above the lowest of the compared OMol25 structures with the same formula, charge and spin, the calculation gives 59.8 kcal per mole. As for the net charge: +1. Its HOMO-LUMO gap is 9.36 eV. As for the structure (SMILES): [NH3+]/C=C/CCC=O. The calculation puts the largest force on an atom at 0.07551 Eh/bohr.

DFT (wB97M-V/def2-TZVPD) results for a gas-phase ion, C5H10NO (charge +1) at a distorted geometry.

Structure (XYZ):
```
17
Properties=species:S:1:pos:R:3:lowdin_charge:R:1
H 3.569 -0.806 1.884 0.0512
H -2.247 0.284 0.473 0.2542
H -0.250 -1.591 -0.787 0.1052
H -2.328 -1.657 0.360 0.2280
H 3.086 -1.473 0.211 0.0783
C -0.797 -0.708 -0.766 -0.0365
C -0.210 0.644 -0.940 -0.1692
H 0.435 0.896 1.241 0.1124
N -2.130 -0.680 -0.155 0.1184
C 0.488 1.295 0.263 -0.1208
O 1.915 1.312 -0.031 -0.0590
C 2.710 0.500 0.538 -0.2028
H 0.179 2.451 0.198 0.1804
H -1.024 1.291 -1.249 0.1099
C 3.096 -0.620 0.950 -0.0190
H 0.467 0.731 -1.842 0.1631
H -2.990 -0.760 -0.821 0.2063
```

For the energy above the lowest of the compared OMol25 structures with the same formula, charge and spin, the calculation gives 86.9 kcal per mole. The multiplicity is 3. As for the net charge: +1. Its HOMO-LUMO gap (alpha / beta) is 4.83 / 7.36 eV. The calculation puts the largest force on an atom at 0.08493 Eh/bohr.

DFT (wB97M-V/def2-TZVPD) results for a molecular structure, C5H10NO2 at a distorted geometry.

Structure (XYZ):
```
18
Properties=species:S:1:pos:R:3:lowdin_charge:R:1
H -1.377 0.710 0.378 0.0595
N 1.288 2.051 -2.352 0.0468
H 1.305 2.473 -1.114 0.1414
C 0.398 0.357 -0.728 -0.3841
H 2.561 0.982 -1.033 0.1063
H 0.070 -0.666 1.112 0.0427
H -2.288 -3.614 1.495 0.0788
H -0.507 2.226 -0.103 0.0630
H 1.524 -1.203 0.409 0.0756
H 1.452 0.363 1.229 0.0762
O -0.748 -2.517 2.266 -0.1353
C -1.749 -2.637 1.549 -0.6748
C 1.531 1.290 -1.285 -0.3500
C 0.930 -0.300 0.533 -0.1033
O -2.254 -1.732 0.821 -0.1666
H -1.522 1.325 -1.234 0.0723
H 0.209 -0.335 -1.543 0.1336
C -0.824 1.227 -0.401 -0.0820
```

For the energy above the lowest of the compared OMol25 structures with the same formula, charge and spin, the calculation gives 104.9 kcal per mole. As for the net charge: -1. Its HOMO-LUMO gap is 7.61 eV. The calculation puts the largest force on an atom at 0.06719 Eh/bohr.

DFT (wB97M-V/def2-TZVPD) results for a gas-phase ion, C5H10NO2 (charge -1) at a distorted geometry.

Structure (XYZ):
```
18
Properties=species:S:1:pos:R:3:lowdin_charge:R:1
O -1.677 0.066 2.011 -0.2885
H -2.011 -0.556 0.118 0.0892
H 0.849 0.064 1.016 0.1433
C 0.082 0.202 0.149 -0.2725
H 2.293 -1.655 -0.570 0.0630
H 1.526 -2.466 -1.977 0.1064
H -0.672 1.923 1.981 0.0882
H 1.425 0.079 -1.523 0.0793
H 0.687 -2.511 -0.267 0.0695
H -0.480 1.993 -0.909 0.1204
H -0.254 -0.393 -1.930 0.1064
H -0.690 -1.489 1.217 0.0677
C -1.251 -0.548 0.974 -0.5104
N -0.274 1.643 -0.003 0.0478
C -0.600 2.363 1.044 -0.3737
C 1.255 -1.805 -0.968 -0.1735
C 0.565 -0.488 -1.182 -0.2712
O -0.774 3.580 0.819 -0.0914
```

For the energy above the lowest of the compared OMol25 structures with the same formula, charge and spin, the calculation gives 75.1 kcal per mole. As for the net charge: -1. Its HOMO-LUMO gap is 6.43 eV. As for the structure (SMILES): CC[C@H](C[O-])NC=O. The calculation puts the largest force on an atom at 0.08720 Eh/bohr.

DFT (wB97M-V/def2-TZVPD) results for 2 unconnected molecules or ions with the total composition C5H10NO2 at a distorted geometry.

Structure (XYZ):
```
18
Properties=species:S:1:pos:R:3:lowdin_charge:R:1
H 1.285 2.994 -2.027 0.0692
H 0.653 -0.550 0.874 0.0819
C -0.354 -1.006 1.020 -0.2935
C 0.932 1.640 -0.483 -0.8250
C -1.382 0.093 1.344 -0.1324
H 2.237 3.239 -0.580 0.0626
N 1.359 2.896 -0.997 0.0590
H -0.127 -2.813 -2.001 0.0279
H -2.362 -0.354 1.579 0.0583
C 0.208 -2.307 -1.092 -0.0361
C -0.690 -1.745 -0.239 -0.2145
H -1.455 0.757 0.494 0.0490
H -1.767 -1.872 -0.501 0.0956
O 0.150 0.975 -1.226 -0.1030
H 1.283 -2.237 -0.901 0.0501
H -0.304 -1.709 1.885 0.1027
H -1.029 0.684 2.192 0.0629
O 1.365 1.314 0.659 -0.1149
```

For the energy above the lowest of the compared OMol25 structures with the same formula, charge and spin, the calculation gives 19.2 kcal per mole. As for the net charge: -1. Its HOMO-LUMO gap is 8.36 eV. The calculation puts the largest force on an atom at 0.03528 Eh/bohr.

DFT (wB97M-V/def2-TZVPD) results for a molecular structure, C5H10NO2 at a distorted geometry.

Structure (XYZ):
```
18
Properties=species:S:1:pos:R:3:lowdin_charge:R:1
H -1.343 -0.073 1.139 0.0934
C -2.565 0.779 -0.518 -0.5504
H -0.900 -0.637 -0.319 0.1045
H 0.970 -2.417 0.580 0.0935
C -1.142 0.359 0.155 -0.1995
C 1.129 0.315 -0.348 -0.5064
C 1.898 -1.772 0.584 -0.1882
H 2.225 0.305 0.102 0.1385
O -3.293 -0.314 -0.724 -0.3563
H -2.180 1.330 -1.480 0.0783
H -3.110 1.602 0.051 0.0726
H 0.292 1.630 1.099 0.1088
C 0.083 1.255 0.087 -0.1741
H 2.359 -1.778 -0.446 0.0814
H -0.113 2.101 -0.574 0.1098
O 1.394 0.062 -1.575 0.0138
N 1.686 -0.382 0.981 0.0195
H 2.608 -2.365 1.207 0.0606
```

For the energy above the lowest of the compared OMol25 structures with the same formula, charge and spin, the calculation gives 150.2 kcal per mole. As for the net charge: -1. Its HOMO-LUMO gap is 5.97 eV. The calculation puts the largest force on an atom at 0.09553 Eh/bohr.

DFT (wB97M-V/def2-TZVPD) results for a gas-phase ion, C5H10NO2 (charge -1) at a distorted geometry.

Structure (XYZ):
```
18
Properties=species:S:1:pos:R:3:lowdin_charge:R:1
H -1.506 -0.122 0.271 0.1287
H 1.250 0.984 -1.260 0.0614
O 0.423 -3.136 0.134 0.0340
C -0.546 0.514 2.105 -0.0799
C 0.362 -2.091 0.725 -0.2869
H 0.870 2.745 -1.277 0.0658
H 1.492 -0.396 0.071 0.1227
H 0.028 1.401 2.316 0.0585
H -1.572 0.685 2.456 0.0651
H 0.230 -2.066 1.823 0.1023
C 0.425 1.735 -1.368 -0.5621
C -0.541 0.289 0.585 -0.4040
C 0.457 -0.770 0.077 -0.1565
H 0.327 -0.876 -0.998 0.1193
H -0.222 -0.356 2.689 0.0418
H -1.298 1.916 -0.254 0.0778
O -0.291 1.581 -2.491 -0.3525
N -0.356 1.612 -0.068 -0.0354
```

For the energy above the lowest of the compared OMol25 structures with the same formula, charge and spin, the calculation gives 70.7 kcal per mole. As for the net charge: -1. Its HOMO-LUMO gap is 6.19 eV. As for the structure (SMILES): C[C@H](CC=O)NC[O-]. The calculation puts the largest force on an atom at 0.02402 Eh/bohr.

DFT (wB97M-V/def2-TZVPD) results for 3 unconnected molecules or ions with the total composition C5H10NO2 at a distorted geometry.

Structure (XYZ):
```
18
Properties=species:S:1:pos:R:3:lowdin_charge:R:1
C -2.743 -0.701 0.463 0.0632
H 0.310 0.427 1.197 0.1320
H -0.893 1.715 0.411 0.2183
C -1.440 -0.926 0.812 -0.1500
O 2.322 1.916 0.752 -0.1472
H 0.570 -1.883 -0.983 0.1596
C -0.255 0.298 -1.056 -0.3656
C -0.245 -0.151 0.417 -0.2389
C 0.794 -0.852 -0.618 -0.1568
N 2.103 -0.282 -0.493 0.1095
O -1.392 0.110 -1.717 -0.0107
H 3.088 1.781 1.292 -0.0007
H -2.925 -0.257 -0.500 0.0505
H 2.846 -0.422 -1.216 0.1073
H 0.313 1.162 -1.322 0.1180
H 2.252 1.048 0.193 -0.0560
H -3.530 -1.108 1.078 0.0594
H -1.176 -1.875 1.289 0.1079
```

For the energy above the lowest of the compared OMol25 structures with the same formula, charge and spin, the calculation gives 182.6 kcal per mole. The multiplicity is 2. As for the net charge: 0. Its HOMO-LUMO gap (alpha / beta) is 6.89 / 7.56 eV. The calculation puts the largest force on an atom at 0.09432 Eh/bohr.

DFT (wB97M-V/def2-TZVPD) results for a gas-phase ion, C5H10NO2 (charge +1) at a distorted geometry.

Structure (XYZ):
```
18
Properties=species:S:1:pos:R:3:lowdin_charge:R:1
H -1.327 -0.758 0.415 0.1356
H 0.260 -1.969 1.684 0.0442
H 0.074 1.575 -1.774 0.0838
H -1.063 0.656 1.302 0.1393
H -0.125 -0.763 2.814 0.0958
C 0.364 0.039 -0.459 -0.6233
H -1.467 0.892 -1.305 0.1460
C 0.251 -0.973 1.812 -0.0617
O 0.963 -1.102 -0.798 0.1000
C 1.353 1.135 -0.053 0.0756
C -0.516 -0.157 0.827 -0.1544
C -0.376 0.636 -1.528 -0.0055
H -0.402 0.110 -2.538 0.1468
H 1.345 -1.058 -1.679 0.1386
H 1.012 2.205 0.181 0.2273
N 2.552 0.821 -0.250 0.0750
H 1.361 -0.563 1.755 0.1233
O 3.409 0.215 -0.728 0.3134
```

For the energy above the lowest of the compared OMol25 structures with the same formula, charge and spin, the calculation gives 142.2 kcal per mole. As for the net charge: +1. Its HOMO-LUMO gap is 8.37 eV. As for the structure (SMILES): CC[C@](C)(O)C=[N+]=O. The calculation puts the largest force on an atom at 0.10608 Eh/bohr.

DFT (wB97M-V/def2-TZVPD) results for 2 unconnected molecules or ions with the total composition C5H10NO3 at a distorted geometry.

Structure (XYZ):
```
19
Properties=species:S:1:pos:R:3:lowdin_charge:R:1
N 1.693 -0.143 0.498 0.0166
C 2.434 0.256 -0.724 0.0140
C 1.326 -1.564 0.702 0.0364
H -4.115 0.116 -1.121 0.1445
H 2.625 1.321 -0.809 0.1239
O -0.428 -2.847 -0.403 0.2481
H 0.884 0.473 0.442 0.0791
C -2.869 0.970 0.053 -0.1458
C -1.607 0.581 0.314 -0.1084
H -1.299 -0.457 0.171 0.0953
H -0.751 2.344 0.270 0.1275
H 1.878 -2.160 1.404 0.1376
H 1.833 0.162 -1.510 0.0559
O -3.672 -0.103 -0.247 -0.0301
H 2.326 0.337 1.260 0.2356
H -3.374 1.871 0.181 0.1100
O -0.484 1.419 0.231 -0.0563
H 3.277 -0.413 -0.808 0.1157
C 0.323 -2.163 0.095 -0.1997
```

For the energy above the lowest of the compared OMol25 structures with the same formula, charge and spin, the calculation gives 1.3 kcal per mole. The multiplicity is 3. As for the net charge: +1. Its HOMO-LUMO gap (alpha / beta) is 7.61 / 5.10 eV. The calculation puts the largest force on an atom at 0.11403 Eh/bohr.

DFT (wB97M-V/def2-TZVPD) results for a single C5H10NO3P molecule at a distorted geometry.

Structure (XYZ):
```
20
Properties=species:S:1:pos:R:3:lowdin_charge:R:1
H 1.358 0.647 0.967 0.0908
H -4.804 0.041 -0.625 -0.0924
O -2.949 1.026 -0.563 -0.4507
H 2.807 -2.688 0.310 0.0435
C 0.275 -0.284 -0.358 -0.3726
H -3.417 -0.980 -1.293 -0.1013
C -0.730 1.477 0.789 -0.0255
H 1.198 1.646 -0.486 0.1794
H 4.275 -1.778 -0.036 0.0807
O -0.978 -0.246 -0.879 -0.0361
N 1.238 -1.132 -0.656 0.1233
H -0.856 2.514 0.918 0.0944
H -1.057 1.487 -1.421 0.1549
H -1.215 0.934 1.623 0.1259
H 3.526 -1.723 1.575 0.0906
C -1.488 1.072 -0.523 -0.3540
O 2.448 -0.725 -0.016 -0.2506
P -3.613 -0.409 -0.059 0.8460
C 0.668 0.925 0.246 -0.1037
C 3.313 -1.805 0.485 -0.0425
```

For the energy above the lowest of the compared OMol25 structures with the same formula, charge and spin, the calculation gives 141.0 kcal per mole. As for the net charge: 0. Its HOMO-LUMO gap is 9.80 eV. As for the structure (SMILES): CO/N=C1\CC[C@H](OP)O1. The calculation puts the largest force on an atom at 0.09248 Eh/bohr.

DFT (wB97M-V/def2-TZVPD) results for a molecular structure, C5H10NO3Rb at a distorted geometry.

Structure (XYZ):
```
20
Properties=species:S:1:pos:R:3:lowdin_charge:R:1
H 0.207 -2.206 -1.279 0.1388
O -1.392 -1.168 -0.528 -0.1318
O 0.321 0.327 3.118 -0.1977
H 1.390 0.220 5.680 0.0673
N -0.486 -0.780 -2.671 -0.1839
C 0.426 1.198 3.989 -0.8013
C -1.390 0.273 -3.113 -0.0398
C -0.536 -1.403 -1.404 -0.2531
Rb -2.077 0.590 1.705 0.9922
O -0.382 2.186 4.152 -0.1454
H 1.268 -0.388 -3.912 0.0838
H 1.465 1.950 5.763 0.0641
H -1.895 -0.142 -3.985 0.0911
H -0.868 1.110 -3.576 0.0877
H 2.509 1.107 4.682 0.0644
H 0.071 -1.460 -4.508 0.0831
H 1.281 -1.985 -3.290 0.0877
H -2.001 0.647 -2.291 0.0880
C 0.601 -1.189 -3.595 -0.0530
C 1.489 1.114 5.065 -0.0424
```

For the energy above the lowest of the compared OMol25 structures with the same formula, charge and spin, the calculation gives 2.1 kcal per mole. As for the net charge: 0. Its HOMO-LUMO gap is 7.08 eV. The calculation puts the largest force on an atom at 0.06846 Eh/bohr.

DFT (wB97M-V/def2-TZVPD) results for a single C5H10NOPS molecule at a distorted geometry.

Structure (XYZ):
```
19
Properties=species:S:1:pos:R:3:lowdin_charge:R:1
H 1.673 -2.376 0.147 0.0458
S -1.959 -0.801 -0.882 0.6023
H 0.223 -2.907 1.151 0.0049
H 0.813 1.942 0.553 0.0704
C 1.164 0.107 -0.507 -0.5773
C -2.897 1.521 0.181 -0.4584
H 0.274 -3.125 -0.681 0.0474
H 1.047 -0.303 -1.564 0.1212
O -2.073 2.219 -0.373 -0.0024
C 1.413 1.549 -0.232 -0.1913
H 2.569 0.187 1.188 0.0837
C 0.540 -2.451 0.187 -0.3641
H -3.796 1.987 0.657 0.1351
N -3.040 0.171 0.081 -0.3839
H 3.428 0.612 -0.288 0.1145
H 1.839 2.227 -1.086 0.1461
C 2.412 0.512 0.174 -0.2159
P -0.146 -0.703 0.545 0.7855
H -3.484 -0.367 0.749 0.0365
```

For the energy above the lowest of the compared OMol25 structures with the same formula, charge and spin, the calculation gives 42.1 kcal per mole. As for the net charge: 0. Its HOMO-LUMO gap is 9.56 eV. As for the structure (SMILES): CP(SNC=O)C1CC1. The calculation puts the largest force on an atom at 0.05964 Eh/bohr.

DFT (wB97M-V/def2-TZVPD) results for 2 unconnected molecules or ions with the total composition C5H10NOS at a distorted geometry.

Structure (XYZ):
```
18
Properties=species:S:1:pos:R:3:lowdin_charge:R:1
H 0.935 -2.754 0.192 0.0435
O 2.723 1.852 -1.115 -0.1612
C 0.979 -2.059 0.980 0.0232
H -0.575 1.188 -1.029 0.0420
N 2.163 1.108 -0.191 -0.1618
C -1.966 -0.083 0.089 -0.8951
H 1.925 -0.586 -1.380 0.1904
H 0.402 -2.473 1.799 0.0664
H -2.048 2.052 -0.724 0.0469
C 1.262 -0.765 0.831 -0.2166
C -1.683 1.034 -0.892 -0.2754
H -1.568 0.250 1.097 0.0186
H -2.073 1.056 -1.892 0.0374
C 1.687 -0.113 -0.310 -0.1298
H 1.167 -0.081 1.676 0.1129
H -1.429 -0.940 -0.369 0.0345
S -3.717 -0.228 0.514 0.0415
H 1.817 1.541 0.724 0.1826
```

For the energy above the lowest of the compared OMol25 structures with the same formula, charge and spin, the calculation gives 113.2 kcal per mole. As for the net charge: -1. Its HOMO-LUMO gap is 4.76 eV. The calculation puts the largest force on an atom at 0.10787 Eh/bohr.